1.
This record from the Open Molecules 2025 dataset describes a cluster of 2 separate species, C2H6N3OP in total in a non-equilibrium geometry. The level of theory is wB97M-V/def2-TZVPD.

**Multiplicity**: 3
**HOMO (alpha / beta)**: -5.02 / -9.72 eV

Each line ends with the Mulliken spin population.
CARTESIAN COORDINATES (ANGSTROEM)
1 C 1.51 -0.11 -0.47  0.578
2 C 2.77 -0.13 -0.17  0.633
3 N 0.34 -0.12 -0.78  0.591
4 N -1.80 1.63 0.31  0.075
5 N -2.12 -1.00 0.70  0.009
6 O -2.77 -0.06 -1.70  0.001
7 P -2.07 0.28 -0.37  -0.023
8 H 3.14 -1.20 -0.13  0.069
9 H 3.17 0.84 0.07  0.071
10 H -2.15 2.35 -0.28  -0.002
11 H 0.00 -0.04 -1.72  -0.004
12 H -2.25 -0.68 1.66  0.001
13 H -2.94 -1.65 0.38  0.001


2.
This record from the Open Molecules 2025 dataset describes a cluster of 2 separate species, C2H6N3S2 in total in a non-equilibrium geometry. The level of theory is wB97M-V/def2-TZVPD.

**Charge**: +1
**Multiplicity**: 1
**HOMO (alpha / beta)**: -12.38 / -12.38 eV

Each line ends with the natural charge from an NBO analysis.
CARTESIAN COORDINATES (ANGSTROEM)
1 C 0.88 0.69 -1.88  -0.494
2 C 0.93 -0.48 -1.11  0.382
3 N 0.70 -0.36 0.18  -0.445
4 N 1.13 -1.63 -1.74  -0.724
5 N 0.22 1.79 0.47  -0.368
6 S 0.60 2.16 -0.98  1.057
7 S -2.95 1.39 1.63  -0.291
8 H 1.23 0.66 -2.87  0.274
9 H 0.80 -0.91 1.00  0.443
10 H 0.82 -1.60 -2.71  0.431
11 H 1.01 -2.45 -1.10  0.434
12 H -1.70 1.49 2.08  0.132
13 H -3.53 1.69 2.80  0.167


3.
This record from the Open Molecules 2025 dataset describes an isolated molecule of C2H6N4 in a non-equilibrium geometry. The level of theory is wB97M-V/def2-TZVPD.

**SMILES**: NN1N=CCN1
**Multiplicity**: 1
**HOMO**: -9.09 eV

Each line ends with the natural charge from an NBO analysis.
CARTESIAN COORDINATES (ANGSTROEM)
1 C -0.89 -1.15 0.17  0.064
2 C -1.23 0.29 -0.02  -0.315
3 N 0.30 -1.51 -0.03  -0.213
4 N -0.05 0.84 -0.64  -0.500
5 N 1.03 -0.21 -0.46  -0.025
6 N 1.92 0.14 0.47  -0.649
7 H -1.66 -1.74 0.40  0.182
8 H -2.08 0.22 -0.53  0.205
9 H -1.49 0.77 0.87  0.199
10 H -0.18 0.98 -1.59  0.359
11 H 1.63 0.67 1.30  0.334
12 H 2.71 0.69 0.07  0.359


4.
This record from the Open Molecules 2025 dataset describes a cluster of 2 separate species, C2H6N4 in total in a non-equilibrium geometry. The level of theory is wB97M-V/def2-TZVPD.

**Multiplicity**: 1
**HOMO**: -7.77 eV

Each line ends with the natural charge from an NBO analysis.
CARTESIAN COORDINATES (ANGSTROEM)
1 C -0.52 0.43 0.94  -0.107
2 C 0.63 1.15 -1.05  -0.416
3 N -0.22 -0.97 -0.93  -0.685
4 N -0.32 -1.76 2.16  -0.012
5 N -0.66 -1.90 3.20  -0.024
6 N -0.09 0.28 -0.25  -0.244
7 H -0.19 1.38 1.53  0.131
8 H 0.20 1.51 -1.97  0.208
9 H 1.60 0.75 -1.26  0.210
10 H 0.77 2.05 -0.39  0.207
11 H -0.97 -1.13 -1.55  0.358
12 H -0.23 -1.80 -0.43  0.375


5.
This record from the Open Molecules 2025 dataset describes a cluster of 2 separate species, C2H6N4O in total in a non-equilibrium geometry. The level of theory is wB97M-V/def2-TZVPD.

**Multiplicity**: 1
**HOMO**: -9.42 eV

Each line ends with the natural charge from an NBO analysis.
CARTESIAN COORDINATES (ANGSTROEM)
1 C 0.98 1.03 -0.58  0.284
2 C -1.08 0.85 0.67  0.181
3 H 1.01 -1.05 1.45  0.342
4 H 0.01 -1.20 0.23  0.357
5 H 2.05 -0.82 -1.26  0.356
6 H 1.48 1.67 -1.26  0.185
7 H -0.97 1.18 1.70  0.195
8 H -2.42 -1.35 -0.58  0.495
9 N 1.01 -1.22 0.46  -0.668
10 N 1.78 -0.09 -0.09  -0.431
11 N -0.11 1.53 -0.10  -0.489
12 N -1.97 0.10 0.28  -0.222
13 O -1.78 -0.63 -0.92  -0.585


6.
This record from the Open Molecules 2025 dataset describes a structure of composition C2H6N4O2 in a non-equilibrium geometry. The level of theory is wB97M-V/def2-TZVPD.

**Multiplicity**: 1
**HOMO**: -9.70 eV

Each line ends with the natural charge from an NBO analysis.
CARTESIAN COORDINATES (ANGSTROEM)
1 C -1.44 0.70 -0.78  0.242
2 C 0.84 0.48 0.15  0.715
3 H -2.49 -1.82 0.91  0.388
4 H -2.03 -0.33 1.85  0.380
5 H -1.62 1.13 -2.04  0.201
6 H -0.30 1.98 0.87  0.433
7 H 0.17 -1.29 0.06  0.411
8 H 2.41 -0.83 1.14  0.422
9 N -1.95 -0.95 0.83  -0.753
10 N -2.16 -0.26 -0.46  -0.252
11 N -0.35 1.13 -0.03  -0.711
12 N 0.88 -0.69 -0.29  -0.379
13 O 1.75 1.16 0.57  -0.620
14 O 2.31 -1.24 -0.50  -0.477


So what do the calculations give for E? Going down the list: -17972.052, -28299.872, -8127.868, -8128.367, -10173.475, -12217.346 eV.
So what do the calculations give for relative energy (zero: lowest compared OMol25 entry of this formula, charge and spin)? Going down the list: 0.0, 554.0, 407.7, 359.5, 635.6, 897.9 kJ/mol.